Version i
# C2H10N2O3

A 3-piece molecular cluster, C2H10N2O3 overall (ωB97M-V/def2-TZVPD, the Open Molecules 2025 dataset).

Each line ends with the Löwdin charge.
Element x y z (Å)
O  -0.137  -2.053  1.907  0.0087
C  -0.073  -1.911  0.700  -0.3510
N  -0.574  -0.834  0.051  0.0309
C  -0.984  0.335  0.776  -0.2483
N  0.107  0.854  1.658  0.0041
H  0.343  -2.670  0.020  0.1332
H  -0.237  -0.600  -0.859  0.0804
H  -1.874  0.150  1.378  0.1171
H  -1.210  1.149  0.088  0.1167
H  -0.301  1.548  2.276  0.0764
H  0.384  0.063  2.235  0.0561
H  0.117  0.943  -2.573  0.0218
H  -0.580  0.131  -3.639  0.0429
O  -0.772  0.681  -2.870  -0.0641
H  2.541  0.253  -0.427  0.0411
H  1.417  1.156  0.046  0.0091
O  1.831  0.806  -0.768  -0.0751

## Properties
LUMO (eV): 0.669
Total charge: 0
HOMO (hartree): -0.3650
SMILES string: NCNC=O.O.O

Version ii
# C2H10N2O3

A 3-piece molecular cluster, C2H10N2O3 overall (ωB97M-V/def2-TZVPD, the Open Molecules 2025 dataset).

Each line ends with the Löwdin charge.
Element x y z (Å)
C  0.831  -1.277  1.569  -0.1071
N  -0.390  -1.811  1.036  -0.0103
C  -0.996  -0.949  0.041  -0.5249
N  -2.367  -1.326  -0.136  0.1149
O  -0.499  -0.175  -0.750  0.0601
H  0.838  -0.185  1.438  0.0800
H  1.607  -1.842  0.932  0.1177
H  1.022  -1.463  2.577  0.0540
H  -0.852  -2.344  1.722  0.1047
H  -2.861  -1.934  0.407  0.0271
H  -2.903  -1.400  -1.051  0.1324
H  0.847  2.535  0.732  -0.0419
H  1.390  3.871  0.817  -0.0122
O  0.735  3.371  0.464  0.0472
H  1.526  2.017  -2.308  0.0132
H  1.389  0.548  -1.865  0.0272
O  2.048  1.244  -2.135  -0.0821

## Properties
LUMO (eV): 0.593
Total charge: 0
HOMO (hartree): -0.3666
SMILES string: CNC(N)=O.O.O

Version iii
# C2H10N2O3

A 3-piece molecular cluster, C2H10N2O3 overall (ωB97M-V/def2-TZVPD, the Open Molecules 2025 dataset).

Each line ends with the Löwdin charge.
Element x y z (Å)
O  -2.520  -1.038  0.755  0.0057
C  -2.085  0.096  0.694  -0.3542
N  -1.063  0.471  -0.102  0.0321
C  -0.581  -0.467  -1.088  -0.2225
N  0.176  -1.556  -0.374  0.0066
H  -2.572  0.906  1.254  0.1330
H  -0.433  1.252  0.084  0.0826
H  -1.444  -0.923  -1.573  0.1162
H  0.094  -0.017  -1.807  0.1177
H  0.265  -2.366  -0.976  0.0802
H  -0.520  -1.854  0.286  0.0519
H  1.355  1.676  0.544  0.0101
H  1.845  2.591  -0.526  0.0565
O  1.024  2.357  -0.076  -0.0773
H  2.622  -0.494  1.598  0.0483
H  1.652  -0.645  0.404  -0.0007
O  2.188  0.009  0.901  -0.0863

## Properties
LUMO (eV): 0.772
Total charge: 0
HOMO (hartree): -0.3677
SMILES string: NCNC=O.O.O

Most favorable structure: version iii. The second most favorable one is 1.6 kcal/mol above it.

Version i
# FHOS

One molecule with the formula FHOS (ωB97M-V/def2-TZVPD, the Open Molecules 2025 dataset).

Each line ends with the Löwdin charge.
Element x y z (Å)
O  -1.153  0.995  0.402  -0.5310
F  0.268  -1.651  0.230  -0.4945
S  -0.297  0.012  -0.287  0.9696
H  1.182  0.644  -0.345  0.0558

## Properties
LUMO (eV): -1.087
Total charge: 0
HOMO (hartree): -0.3931

Version ii
# FHOS

One molecule with the formula FHOS (ωB97M-V/def2-TZVPD, the Open Molecules 2025 dataset).

Each line ends with the Löwdin charge.
Element x y z (Å)
O  1.552  -1.054  -0.797  -0.5285
F  0.934  1.807  -0.774  -0.5054
S  0.622  0.057  -1.106  1.0056
H  0.075  0.433  0.169  0.0284

## Properties
LUMO (eV): -0.955
Total charge: 0
HOMO (hartree): -0.4061

Most favorable structure: version ii. The second most favorable one is 12.5 kcal/mol above it.

Version i
# C4H12N4O

One molecule with the formula C4H12N4O (ωB97M-V/def2-TZVPD, the Open Molecules 2025 dataset).

Each line ends with the Löwdin charge.
Element x y z (Å)
C  -1.010  0.696  1.066  -0.4258
C  -0.765  -0.787  0.775  -0.1031
C  1.828  -0.854  -1.941  -0.1397
N  -1.074  1.499  -0.436  -0.0255
C  0.498  -1.087  -0.003  -0.4347
N  -2.310  0.993  1.449  -0.0891
N  1.459  -1.800  0.665  0.1543
O  -0.546  2.819  -0.409  -0.0424
N  0.605  -0.636  -1.195  -0.0240
H  -1.078  3.252  0.281  0.0969
H  -0.545  0.971  -1.149  0.1050
H  -0.153  1.148  1.579  0.1327
H  -2.357  1.660  2.214  -0.0118
H  -2.198  1.538  -0.174  0.1723
H  2.315  -2.061  0.209  0.0833
H  1.265  -2.173  1.577  0.0955
H  -0.771  -1.300  1.739  0.1110
H  -1.628  -1.163  0.222  0.1211
H  2.705  -0.416  -1.445  0.0792
H  1.732  -0.378  -2.916  0.0677
H  2.025  -1.922  -2.106  0.0771

## Properties
LUMO (eV): 0.762
Total charge: 0
HOMO (hartree): -0.2759

Version ii
# C4H12N4O

A 3-piece molecular cluster, C4H12N4O overall (ωB97M-V/def2-TZVPD, the Open Molecules 2025 dataset).

Each line ends with the Löwdin charge.
Element x y z (Å)
C  -1.409  -0.382  -0.525  -0.1903
C  -0.355  -1.189  -1.275  -0.5399
N  -0.835  -1.880  -2.321  0.1656
N  -2.767  -0.800  -0.866  -0.0104
O  0.818  -1.198  -0.941  0.0100
H  -0.212  -2.424  -2.894  0.1135
H  -1.828  -1.859  -2.493  0.0847
H  -3.028  -1.618  -0.326  0.0809
H  -3.428  -0.067  -0.638  0.0749
H  -1.173  -0.440  0.544  0.0986
H  -1.271  0.664  -0.815  0.1259
C  1.674  2.386  0.654  -0.0785
C  0.771  1.632  1.503  -0.3812
N  1.918  -0.269  1.692  0.0174
N  -0.170  1.404  2.169  0.1015
H  1.694  -0.724  0.807  -0.0040
H  2.804  -0.620  2.042  0.0346
H  1.065  -0.298  2.359  0.0578
H  1.286  3.391  0.494  0.0810
H  2.655  2.430  1.126  0.0802
H  1.790  1.860  -0.294  0.0778

## Properties
LUMO (eV): 0.848
Total charge: 0
HOMO (hartree): -0.3297
SMILES string: NCC(N)=O.CC#N.N

Most favorable structure: version ii. The second most favorable one is 85.9 kcal/mol above it.

Version i
# C10H18N

A 2-piece molecular cluster, C10H18N overall (ωB97M-V/def2-TZVPD, the Open Molecules 2025 dataset).

Each line ends with the Löwdin charge.
Element x y z (Å)
C  -3.778  -0.307  1.358  0.0447
C  -3.106  -0.811  0.358  -0.1274
C  -1.807  -1.861  -1.593  0.0169
C  -2.473  -1.304  -0.614  -0.1331
C  1.259  1.283  2.450  -0.0421
C  -0.251  1.319  -1.791  0.0038
C  2.212  -1.170  -1.159  -0.0370
C  0.842  0.079  1.606  -0.1684
C  -0.133  0.873  -0.403  -0.0536
C  2.184  0.189  -0.461  -0.1676
N  0.903  0.408  0.188  -0.0721
H  -4.367  0.590  1.255  0.0695
H  -1.280  -2.793  -1.458  0.0698
H  -1.818  -1.459  -2.595  0.0637
H  1.199  1.019  3.500  0.0905
H  2.279  1.587  2.235  0.0816
H  0.597  2.127  2.272  0.0847
H  -1.066  0.768  -2.264  0.0904
H  -0.578  2.362  -1.792  0.1156
H  0.647  1.216  -2.387  0.0886
H  1.442  -1.233  -1.921  0.0736
H  3.178  -1.306  -1.635  0.0912
H  2.066  -1.977  -0.449  0.0845
H  -0.177  -0.217  1.863  0.1281
H  1.512  -0.757  1.798  0.1342
H  -3.791  -0.790  2.321  0.0697
H  -1.036  0.956  0.196  0.1380
H  2.383  0.985  -1.180  0.1297
H  2.960  0.224  0.305  0.1324

## Properties
LUMO (eV): -3.704
Total charge: +1
HOMO (hartree): -0.4579

Version ii
# C10H18N

An isolated ion of composition C10H18N and charge +1 (ωB97M-V/def2-TZVPD, the Open Molecules 2025 dataset).

Each line ends with the Löwdin charge.
Element x y z (Å)
C  1.464  0.560  1.076  0.2675
C  0.323  -0.121  0.575  -0.0195
C  0.816  0.992  -0.047  0.0432
C  -0.838  -1.585  -1.638  -0.0932
C  -0.509  -1.645  3.252  -0.0891
C  -0.017  2.103  -2.312  -0.0490
C  2.352  2.367  -1.365  -0.0925
C  -1.632  -1.106  -0.423  -0.1977
C  -1.318  -0.883  2.197  -0.1500
C  -0.692  -1.093  0.767  -0.2916
N  1.056  1.860  -1.353  -0.1592
H  2.307  0.647  1.594  0.0967
H  0.206  -1.460  -1.501  0.0438
H  -1.129  -0.893  -2.542  0.0985
H  -0.917  -2.712  -1.831  0.1140
H  -0.149  -2.626  3.106  0.0726
H  -1.006  -1.691  4.162  0.0612
H  0.359  -1.027  3.427  0.0693
H  -0.638  1.119  -2.666  0.1195
H  0.515  2.524  -3.235  0.1181
H  -0.686  2.882  -1.985  0.0732
H  2.927  1.792  -0.615  0.0989
H  2.437  3.407  -1.350  0.0812
H  2.892  1.988  -2.249  0.1127
H  -2.074  -0.171  -0.643  0.1053
H  -2.326  -1.923  -0.139  0.1333
H  -1.335  0.142  2.544  0.1193
H  -2.270  -1.349  2.374  0.1140
H  -0.120  -2.100  0.820  0.1996

## Properties
LUMO (eV): -4.061
Total charge: +1
HOMO (hartree): -0.4843
SMILES string: CCC(CC)c1cc1=[N+](C)C

Most favorable structure: version i. The second most favorable one is 57.1 kcal/mol above it.

Version i
# C6H18N3

A 2-piece molecular cluster, C6H18N3 overall (ωB97M-V/def2-TZVPD, the Open Molecules 2025 dataset).

Each line ends with the Löwdin charge.
Element x y z (Å)
C  1.748  -0.584  0.944  -0.0295
C  1.495  0.240  -1.407  -0.0140
C  1.056  1.790  0.505  -0.0003
C  -1.186  -0.100  1.418  0.0035
C  0.941  0.324  0.020  -0.5152
C  -0.549  0.028  0.099  -0.3012
N  -0.561  -2.069  -0.453  0.1463
N  -1.307  0.528  -0.857  0.0069
N  -2.695  0.709  -0.592  0.0584
H  1.262  -0.520  1.918  0.0893
H  2.658  -0.156  0.936  0.0556
H  1.821  -1.653  0.799  0.0872
H  1.411  1.193  -1.916  0.0914
H  1.030  -0.497  -1.942  0.0340
H  2.605  -0.074  -1.215  0.1439
H  0.178  2.296  0.265  0.0760
H  1.162  1.890  1.566  0.0954
H  1.849  2.272  0.072  0.0707
H  -2.227  0.093  1.327  0.0670
H  -0.894  0.817  1.959  0.1244
H  -0.840  -1.018  1.903  0.1094
H  0.110  -2.713  -0.026  0.0942
H  -0.461  -2.107  -1.401  0.0357
H  -1.042  0.620  -1.797  0.1442
H  -1.406  -2.570  -0.260  0.0835
H  -3.222  -0.149  -0.519  0.1001
H  -2.937  1.413  -1.346  0.1431

## Properties
LUMO (eV): -2.897
Total charge: +1
HOMO (hartree): -0.5047

Version ii
# C6H18N3

A 2-piece molecular cluster, C6H18N3 overall (ωB97M-V/def2-TZVPD, the Open Molecules 2025 dataset).

Each line ends with the Löwdin charge.
Element x y z (Å)
C  -1.645  1.198  0.633  -0.1916
C  -1.966  0.279  1.771  -0.0818
C  -1.315  -0.472  -1.271  -0.3772
N  -0.900  0.498  -0.461  0.0888
N  -2.669  -0.719  -1.119  0.1560
N  -0.585  -1.218  -2.145  0.2154
H  -2.675  1.541  0.271  0.1287
H  -1.011  2.096  0.858  0.1377
H  -1.552  -0.699  1.639  0.0750
H  -3.082  0.286  1.949  0.1079
H  0.094  0.691  -0.368  0.0909
H  -3.383  0.039  -1.005  0.1300
H  -3.202  -1.163  -1.959  0.1682
H  0.361  -1.399  -1.972  0.0579
H  -0.861  -1.335  -3.078  0.1141
H  -1.577  0.647  2.665  0.0547
C  2.916  -0.016  0.314  -0.3176
C  1.995  -1.197  -0.197  -0.1275
C  2.203  1.203  0.885  -0.1162
H  3.664  -0.441  1.100  0.1368
H  3.530  0.152  -0.585  0.1020
H  1.235  -1.491  0.565  0.0860
H  1.721  0.808  1.829  0.1017
H  3.085  1.875  1.005  0.0978
H  2.463  -2.153  -0.464  0.0834
H  1.707  -0.659  -1.084  0.0312
H  1.449  1.650  0.224  0.0478

## Properties
LUMO (eV): -3.040
Total charge: +1
HOMO (hartree): -0.5308

Most favorable structure: version ii. The second most favorable one is 25.2 kcal/mol above it.